*A*
A 2-piece molecular cluster, C11H15NO overall. Source: OMol25; level of theory: ωB97M-V with the def2-TZVPD basis set.

HOMO   -8.04 eV
SMILES string   Cc1c[nH]c2ccccc12.CCO

```
! wB97M-V def2-TZVPD RIJCOSX def2/J DEFGRID3
* xyz 0 1
O -1.780 2.598 -0.042
N 3.165 -1.311 -0.697
C 2.775 1.042 0.219
C -2.976 2.307 -0.780
C 0.353 0.050 1.245
C 1.251 -2.224 0.049
C 0.165 -3.095 0.460
C 2.354 -2.494 -0.661
C 1.175 -0.808 0.536
C 0.590 1.372 1.436
C 1.821 1.939 0.933
C -3.435 0.758 -0.860
C 2.428 -0.246 -0.042
H -2.688 0.148 -1.313
H 2.667 -3.266 -1.386
H -2.881 2.687 -1.736
H 0.022 -3.971 -0.111
H -0.514 -0.365 1.831
H 3.616 1.407 -0.193
H -4.206 0.646 -1.624
H -0.763 -2.581 0.478
H -0.235 2.110 1.833
H 1.930 2.996 0.793
H -3.720 0.475 0.208
H 0.427 -3.582 1.390
H 3.594 -1.154 -1.561
H -3.823 2.961 -0.394
H -1.312 1.600 -0.008
*
```

=====

*B*
The molecule C11H15NO. Source: OMol25; level of theory: ωB97M-V with the def2-TZVPD basis set.

HOMO   -7.19 eV
SMILES string   C#CO[C@@H]1[C@@H](C)[C@@H]2C/C(=C\N)[C@H]1C2

```
! wB97M-V def2-TZVPD RIJCOSX def2/J DEFGRID3
* xyz 0 1
O -0.024 2.078 -0.975
N 3.402 -0.963 0.303
C 0.891 2.228 -0.102
C -0.679 0.864 -0.917
C 0.065 -0.511 -1.315
C 0.303 -1.141 0.985
C -2.836 1.054 0.483
C -1.359 0.520 0.383
C -1.090 -1.399 -0.933
C 2.445 -0.638 -0.540
C -1.137 -0.993 0.564
C 1.126 -0.831 -0.294
C 1.594 2.274 0.854
H -1.786 -1.670 1.041
H -3.450 0.477 -0.238
H -3.350 1.240 1.381
H 0.427 -2.186 1.012
H 2.085 2.627 1.755
H -2.673 2.046 0.039
H -0.690 0.816 1.219
H -1.456 1.020 -1.672
H 3.013 -1.275 1.157
H -0.760 -2.495 -1.080
H 0.322 -0.560 -2.372
H 2.721 -0.234 -1.488
H -1.968 -1.197 -1.412
H 0.597 -0.678 1.870
H 4.268 -0.473 0.293
*
```

=====

Winner for stability: *A*

=====

*A*
An isolated ion of composition C9H16N and charge +1. Source: OMol25; level of theory: ωB97M-V with the def2-TZVPD basis set.

HOMO   -13.08 eV

```
! wB97M-V def2-TZVPD RIJCOSX def2/J DEFGRID3
* xyz 1 1
N 1.219 0.071 1.491
C 0.448 -1.195 1.440
C -0.282 0.525 -2.438
C 0.982 2.408 0.589
C -0.977 -1.043 1.111
C -1.168 -0.798 -0.440
C 2.359 0.191 0.520
C -2.416 -1.421 -0.978
C -0.397 0.001 -1.132
C 1.071 0.957 0.327
H -0.012 2.830 0.515
H 1.089 2.568 1.692
H 0.428 -1.626 2.519
H 0.963 -1.967 0.842
H 1.713 2.780 -0.122
H -1.490 -0.276 1.839
H -1.120 0.136 -3.094
H -2.353 -2.468 -1.132
H 1.409 0.344 2.490
H -0.584 1.574 -2.690
H 3.260 0.796 0.911
H 0.690 0.321 -3.019
H -3.157 -1.205 -0.220
H -1.401 -1.940 1.135
H -2.761 -0.963 -1.986
H 2.487 -0.598 -0.169
*
```

=====

*B*
An isolated ion of composition C9H16N and charge +1. Source: OMol25; level of theory: ωB97M-V with the def2-TZVPD basis set.

HOMO (alpha / beta)   -13.28 / -13.28 eV
SMILES string   C=C/[N+](C)=C(\C)CC(=C)C

```
! wB97M-V def2-TZVPD RIJCOSX def2/J DEFGRID3
* xyz 1 1
N -1.204 -0.327 -0.407
C 1.033 0.701 -1.019
C -1.879 0.513 -1.343
C -1.873 -1.018 0.584
C 2.714 0.557 0.896
C -3.166 -1.447 0.491
C 0.867 -1.593 0.030
C 0.140 -0.412 -0.558
C 0.789 2.179 0.839
C 1.377 1.124 0.341
H 1.896 0.285 -1.709
H -1.302 -1.384 1.425
H -1.767 0.246 -2.441
H 3.275 -0.020 0.166
H -3.728 -1.334 -0.357
H 0.463 1.416 -1.735
H -3.409 -2.140 1.342
H -1.515 1.558 -1.427
H 1.112 -1.453 1.088
H -0.178 2.613 0.509
H 3.486 1.216 1.283
H 1.944 -1.804 -0.331
H 2.497 -0.152 1.686
H 0.986 2.684 1.734
H 0.299 -2.524 -0.095
H -2.857 0.517 -0.993
*
```

=====

Winner for stability: *B*

=====

*A*
A 2-piece molecular cluster, C10H12N3O overall. Source: OMol25; level of theory: ωB97M-V with the def2-TZVPD basis set.

HOMO   -13.68 eV

```
! wB97M-V def2-TZVPD RIJCOSX def2/J DEFGRID3
* xyz 1 1
O 3.622 -1.893 -0.340
N 1.013 0.379 1.931
N 1.970 -2.804 0.918
N 1.574 -0.894 -0.525
C -0.279 -1.769 0.725
C -2.037 2.559 -1.520
C -0.087 1.157 -1.755
C 0.768 -2.699 1.313
C -1.793 0.574 -0.222
C -0.537 0.296 -0.741
C 2.511 -1.894 0.026
C -2.486 1.646 -0.664
C -0.838 2.323 -2.135
C 0.296 -0.705 -0.200
H 1.874 0.842 1.785
H 1.123 -0.231 2.815
H 2.021 -0.102 -1.116
H 0.426 -3.395 2.058
H -1.022 -2.554 0.477
H -2.592 3.503 -1.801
H 0.320 1.082 2.253
H -3.536 1.850 -0.307
H -0.537 2.899 -2.930
H -0.698 -1.023 1.448
H 0.952 0.931 -2.126
H -2.026 -0.078 0.634
*
```

=====

*B*
An isolated ion of composition C10H12N3O and charge +1. Source: OMol25; level of theory: ωB97M-V with the def2-TZVPD basis set.

HOMO   -12.30 eV
SMILES string   N[C@@]1(O)CC=CN=C1c1cccc[nH+]1

```
! wB97M-V def2-TZVPD RIJCOSX def2/J DEFGRID3
* xyz 1 1
O -0.558 1.805 0.721
N -1.619 0.970 -1.326
N -0.646 -1.787 -0.070
N 1.780 0.703 0.088
C -2.965 -1.086 0.348
C 4.049 0.091 -0.054
C 2.338 -1.566 0.102
C -1.294 0.726 0.050
C -0.110 -0.665 0.076
C 2.990 1.032 0.110
C -2.043 -2.014 -0.017
C -2.583 0.322 0.737
C 3.704 -1.230 0.009
C 1.312 -0.555 0.080
H 5.051 0.440 -0.205
H -3.333 1.014 0.431
H -2.267 -3.120 -0.130
H -4.018 -1.442 0.378
H 4.427 -2.100 0.158
H 3.163 2.083 0.395
H -1.657 0.149 -1.849
H 0.989 1.385 -0.023
H -2.418 0.505 1.871
H -1.152 2.424 1.126
H 2.089 -2.545 0.265
H -1.262 1.713 -1.845
*
```

=====

Winner for stability: *A*

=====

*A*
C5H8N2O2S as an isolated structure. Source: OMol25; level of theory: ωB97M-V with the def2-TZVPD basis set.

HOMO   -8.53 eV

```
! wB97M-V def2-TZVPD RIJCOSX def2/J DEFGRID3
* xyz 0 1
S 0.098 -1.428 -0.942
O -0.230 -2.224 0.382
O -1.500 -0.359 1.199
N 2.180 -0.726 0.755
N 1.987 0.430 -1.158
C -1.196 0.307 0.158
C -2.232 0.738 -0.829
C 3.189 0.240 0.808
C 3.097 0.832 -0.452
C 1.513 -0.552 -0.453
H -0.234 0.844 0.071
H -0.688 -1.638 1.008
H -1.901 0.703 -1.803
H 3.603 1.626 -1.031
H -2.691 1.821 -0.607
H -2.944 -0.035 -0.821
H 3.657 0.658 1.687
H 1.983 -1.342 1.512
*
```

=====

*B*
The molecule C5H8N2O2S. Source: OMol25; level of theory: ωB97M-V with the def2-TZVPD basis set.

HOMO   -9.56 eV
SMILES string   CO[C@@]1(S)CC=C[N+]([O-])=N1

```
! wB97M-V def2-TZVPD RIJCOSX def2/J DEFGRID3
* xyz 0 1
S -0.629 -0.546 2.278
O -1.762 0.657 0.359
O 2.815 1.318 0.440
N 0.628 1.079 0.517
N 1.816 0.620 0.518
C -1.689 1.492 -0.781
C -0.264 -1.031 -0.496
C 2.102 -0.754 0.135
C -0.502 0.052 0.630
C 1.159 -1.524 -0.391
H -0.715 1.840 -0.976
H -0.367 -0.425 -1.392
H 3.112 -1.186 0.274
H -2.001 -0.759 2.122
H -2.023 0.946 -1.667
H 1.548 -2.456 -0.607
H -1.015 -1.687 -0.319
H -2.214 2.365 -0.644
*
```

=====

Winner for stability: *A*

=====

*A*
CH6FN2OP as an isolated structure. Source: OMol25; level of theory: ωB97M-V with the def2-TZVPD basis set.

HOMO   -8.50 eV

```
! wB97M-V def2-TZVPD RIJCOSX def2/J DEFGRID3
* xyz 0 1
P 0.521 -0.777 0.778
F 0.270 -2.457 0.406
O 1.560 1.583 -0.310
N -1.146 -0.492 1.337
N 0.226 -0.415 -0.894
C -0.286 0.749 -0.962
H 2.370 1.598 -0.165
H -0.618 1.072 -1.907
H 1.011 -0.427 -1.490
H -1.965 -0.918 0.976
H -0.676 1.202 -0.107
H -1.268 -0.719 2.338
*
```

=====

*B*
A 2-piece molecular cluster, CH6FN2OP overall. Source: OMol25; level of theory: ωB97M-V with the def2-TZVPD basis set.

HOMO   -9.11 eV
SMILES string   NP(O)F.C=N

```
! wB97M-V def2-TZVPD RIJCOSX def2/J DEFGRID3
* xyz 0 1
P -1.076 -0.064 0.709
F -2.466 0.597 1.447
O -0.600 0.876 -0.504
N -1.806 -1.504 0.024
N 1.953 0.030 0.661
C 2.209 0.823 -0.333
H -1.962 -1.565 -0.942
H -2.660 -1.752 0.476
H 2.336 1.831 0.070
H 2.192 0.802 -1.438
H 1.631 -0.897 0.327
H 0.249 0.823 -0.499
*
```

=====

Winner for stability: *B*

=====

*A*
A 2-piece molecular cluster, C4H14NOS overall. Source: OMol25; level of theory: ωB97M-V with the def2-TZVPD basis set.

<S²>   0.751
HOMO (alpha / beta)   -3.72 / -9.04 eV

```
! wB97M-V def2-TZVPD RIJCOSX def2/J DEFGRID3
* xyz 0 2
S 1.160 -1.783 0.749
O -0.184 1.523 1.040
N -2.900 1.130 -1.431
C -0.962 0.832 0.095
C 2.068 -1.650 -0.795
C 2.545 -1.523 1.879
C -2.067 1.794 -0.343
H 1.407 -1.880 -1.626
H -1.471 -0.060 0.486
H -1.668 2.731 -0.723
H 0.561 0.942 1.252
H 3.004 -0.551 1.719
H 2.899 -2.360 -0.848
H 3.268 -2.331 1.788
H -3.305 0.263 -0.996
H -3.673 1.758 -1.745
H -0.393 0.521 -0.789
H 2.138 -1.575 2.888
H -2.237 0.849 -2.193
H 2.528 -0.666 -0.901
H -2.717 2.036 0.493
*
```

=====

*B*
A 2-piece molecular cluster, C4H14NOS overall. Source: OMol25; level of theory: ωB97M-V with the def2-TZVPD basis set.

<S²>   0.750
HOMO (alpha / beta)   -3.15 / -8.72 eV

```
! wB97M-V def2-TZVPD RIJCOSX def2/J DEFGRID3
* xyz 0 2
S -1.866 -0.211 -0.268
O 3.185 2.526 -0.395
N 1.540 0.062 -1.135
C 0.522 -0.693 1.087
C -3.272 -1.031 0.581
C 1.384 0.400 0.376
C -0.516 -1.345 0.189
H -0.892 -2.165 0.812
H 2.192 0.723 -1.586
H 3.270 3.454 -0.632
H 1.175 -1.459 1.514
H -3.018 -1.543 1.518
H 4.023 2.373 0.054
H -3.979 -0.208 0.636
H -0.093 -0.161 1.817
H -3.651 -1.714 -0.173
H 0.590 0.066 -1.537
H 0.970 1.398 0.450
H 2.041 -0.853 -1.155
H -0.184 -1.951 -0.665
H 2.335 0.356 0.910
*
```

=====

Winner for stability: *A*

=====

*A*
A 2-piece molecular cluster, C4H12S overall. Source: OMol25; level of theory: ωB97M-V with the def2-TZVPD basis set.

<S²>   0.753
HOMO (alpha / beta)   -13.95 / -13.95 eV

```
! wB97M-V def2-TZVPD RIJCOSX def2/J DEFGRID3
* xyz 1 2
S -0.049 -0.115 2.408
C 0.972 -0.186 -4.436
C -1.740 0.047 1.889
C 0.814 1.402 1.933
C 0.134 -1.171 -3.618
H 1.380 1.339 0.997
H 1.134 -0.646 -5.410
H 1.265 1.571 2.922
H 0.084 2.181 1.738
H -0.633 -1.607 -4.309
H -2.432 -0.439 2.569
H 0.580 -2.064 -3.182
H -1.695 -0.458 0.898
H -0.471 -0.524 -2.927
H 0.472 0.784 -4.581
H 1.883 0.093 -3.922
H -2.060 1.102 2.004
*
```

=====

*B*
A 2-piece molecular cluster, C4H12S overall. Source: OMol25; level of theory: ωB97M-V with the def2-TZVPD basis set.

<S²>   0.753
HOMO (alpha / beta)   -14.33 / -14.33 eV

```
! wB97M-V def2-TZVPD RIJCOSX def2/J DEFGRID3
* xyz 1 2
S 0.924 2.411 -1.901
C -1.044 -1.754 1.447
C 1.470 1.000 -1.038
C 0.105 -2.715 1.104
C -0.629 2.975 -1.302
H -0.498 3.617 -0.410
H -0.959 3.597 -2.133
H -1.401 2.328 -0.876
H 1.039 -2.170 1.241
H 0.174 -3.712 1.516
H -0.902 -0.779 0.996
H 0.791 0.137 -1.086
H -1.986 -2.226 1.166
H 1.529 1.094 0.056
H -0.010 -2.870 0.020
H -1.090 -1.683 2.537
H 2.487 0.751 -1.338
*
```

=====

Winner for stability: *B*

=====

*A*
A 2-piece molecular cluster, C22H24FNO5S2 overall. Source: OMol25; level of theory: ωB97M-V with the def2-TZVPD basis set.

HOMO   -8.44 eV
SMILES string   COC(F)(S(=O)(=O)c1ccccc1)S(=O)(=O)c1ccccc1.Cc1cc(C)nc(C)c1

```
! wB97M-V def2-TZVPD RIJCOSX def2/J DEFGRID3
* xyz 0 1
S 1.391 0.372 4.831
S -1.035 0.883 6.927
F -0.867 -0.941 5.214
O 0.635 1.464 4.231
O 1.893 -0.698 3.975
O -0.299 2.136 6.932
O 0.749 -1.469 6.582
O -1.364 0.238 8.188
N -0.816 -2.169 1.751
C 0.382 -3.564 0.275
C 3.977 0.200 6.085
C -4.474 1.634 3.888
C -3.368 0.142 5.501
C 3.758 2.845 6.981
C -4.284 0.367 4.453
C 0.495 -3.812 2.876
C -1.413 0.129 1.358
C -2.482 1.184 5.833
C 0.081 -3.165 -2.229
C 2.862 0.994 5.750
C 0.114 -0.441 5.999
C -0.601 -1.480 -0.498
C 4.832 2.061 7.387
C -3.654 2.670 4.308
C 0.022 -3.187 1.590
C 1.389 -1.519 7.917
C -0.933 -1.198 0.854
C 4.954 0.750 6.920
C -2.648 2.444 5.259
C -0.044 -2.736 -0.785
C 2.793 2.328 6.115
H -0.375 -4.094 3.487
H 2.330 -2.083 7.790
H 3.644 3.865 7.327
H 0.696 -2.038 8.591
H 1.984 2.932 5.723
H -0.644 0.575 2.001
H -3.789 3.661 3.878
H 4.086 -0.812 5.685
H -0.894 -3.251 -2.739
H 5.591 2.458 8.061
H -5.245 1.814 3.130
H 1.599 -0.516 8.295
H 0.664 -2.423 -2.791
H -3.324 -0.797 6.061
H 0.578 -4.138 -2.298
H -0.759 -0.709 -1.258
H -1.972 3.250 5.531
H -2.279 -0.014 2.016
H 5.820 0.154 7.207
H 1.010 -3.040 3.469
H -1.645 0.809 0.536
H 1.164 -4.665 2.745
H 1.009 -4.436 0.095
H -4.862 -0.462 4.056
*
```

=====

*B*
A 2-piece molecular cluster, C22H24FNO5S2 overall. Source: OMol25; level of theory: ωB97M-V with the def2-TZVPD basis set.

HOMO   -8.51 eV
SMILES string   COC(F)(S(=O)(=O)c1ccccc1)S(=O)(=O)c1ccccc1.Cc1cc(C)nc(C)c1

```
! wB97M-V def2-TZVPD RIJCOSX def2/J DEFGRID3
* xyz 0 1
S -0.538 -1.219 1.008
S -2.103 1.451 1.910
F -1.038 0.994 -0.298
O -0.167 -1.929 -0.202
O 0.479 -0.498 1.757
O -1.804 0.813 3.175
O -3.454 1.931 1.648
O -2.666 -0.396 -0.320
N 1.410 0.487 -2.397
C 4.775 -0.770 -4.636
C -2.731 -4.155 3.787
C 0.268 4.423 0.271
C 3.583 -0.468 -3.772
C 1.184 -0.356 -3.389
C 1.066 4.018 2.503
C -2.003 -3.073 4.306
C -0.255 -0.746 -3.553
C -1.758 0.179 0.486
C -1.301 -2.243 3.429
C 1.174 4.711 1.298
C 2.662 1.246 -0.484
C -4.033 -0.819 0.111
C -2.744 -4.423 2.409
C -0.885 2.811 1.670
C -1.388 -2.440 2.053
C 3.750 0.194 -2.546
C -2.049 -3.566 1.532
C -0.800 3.537 0.478
C 2.276 -0.832 -4.148
C 2.603 0.633 -1.858
C 0.065 3.049 2.665
H 2.121 2.207 -0.442
H 2.153 0.613 0.274
H -4.192 -1.795 -0.341
H -3.305 -5.278 2.022
H -1.993 -2.855 5.377
H -0.669 -1.442 3.810
H -0.417 -1.461 -4.368
H 0.407 4.891 -0.706
H 5.500 -1.370 -4.071
H 2.069 -1.518 -4.981
H -4.117 -0.886 1.193
H 4.713 0.350 -2.055
H 5.288 0.152 -4.964
H -0.636 -1.178 -2.610
H -4.722 -0.055 -0.257
H 1.974 5.449 1.151
H -3.299 -4.795 4.455
H 4.456 -1.335 -5.521
H -2.020 -3.798 0.472
H -0.880 0.141 -3.711
H 1.792 4.196 3.296
H 0.041 2.444 3.568
H 3.716 1.385 -0.191
H -1.555 3.394 -0.289
*
```

=====

Winner for stability: *B*